{"formula": "C5H10O", "method": "the ωB97M-V functional and the def2-TZVPD basis", "species": ["H", "H", "H", "H", "C", "C", "H", "H", "H", "H", "C", "C", "H", "C", "O", "H"], "coordinates": [[-0.69167, 1.58289, -0.60716], [0.39095, -1.20493, 0.34560], [2.83299, -1.19132, 0.05279], [-1.82249, -1.22714, -1.29970], [0.39808, -0.17056, 0.00273], [-1.97135, -0.17860, -1.05780], [-2.06264, -0.59591, 1.12561], [2.10824, 0.12852, 1.81160], [1.34601, 0.10317, 1.96462], [3.50710, 0.43055, -0.65281], [-0.84325, 0.53973, -0.34399], [-2.11585, 0.19671, 0.38368], [-2.53449, 0.37967, -1.80042], [2.72826, -0.12911, -0.15311], [1.51538, 0.32612, -0.41857], [-2.78527, 1.01020, 0.64692]], "charge": 0, "orbital_gap_ev": [8.11, 7.83], "lumo_energy_ev": [0.896, 0.860], "relative_energy_kj_mol": 512.2, "homo_ev": [-7.2, -7.0], "multiplicity": 1, "total_energy_ha": -271.55755}